Entry 1:
{
  "formula": "C2H6ClO2P",
  "method": "wB97M-V/def2-TZVPD",
  "e_lumo_ev": [0.8, -2.2],
  "s_squared": 2.006,
  "gap_ev": [6.88, 8.68],
  "spin_multiplicity": 3,
  "symbols": ["Cl", "P", "O", "O", "C", "C", "H", "H", "H", "H", "H", "H"],
  "xyz": [[3.7623, -1.0755, -0.3094], [3.7452, 0.1035, 1.1015], [0.8083, 0.3274, -1.2533], [3.1240, 1.3315, 0.7680], [-0.9707, -1.3682, -1.3491], [-0.1645, -0.2117, -1.7520], [-0.2311, -2.1319, -0.9494], [-0.5800, 0.1778, -2.6915], [2.9517, -0.5334, 2.0764], [5.1127, -0.0276, 1.5874], [-1.3745, -1.8614, -2.3330], [-1.7960, -1.1993, -0.5940]]
}



Entry 2:
{
  "formula": "C10H40F2N21O14S2Sn",
  "method": "wB97M-V/def2-TZVPD",
  "e_lumo_ev": -10.2,
  "s_squared": 0.753,
  "total_charge": 2,
  "gap_ev": 2.42,
  "spin_multiplicity": 2,
  "symbols": ["Sn", "S", "S", "F", "F", "O", "O", "O", "O", "O", "O", "O", "O", "O", "O", "O", "O", "O", "O", "N", "N", "N", "N", "N", "N", "N", "N", "N", "N", "N", "N", "N", "N", "N", "N", "N", "N", "N", "N", "N", "C", "C", "C", "C", "C", "C", "C", "C", "C", "C", "H", "H", "H", "H", "H", "H", "H", "H", "H", "H", "H", "H", "H", "H", "H", "H", "H", "H", "H", "H", "H", "H", "H", "H", "H", "H", "H", "H", "H", "H", "H", "H", "H", "H", "H", "H", "H", "H", "H", "H"],
  "xyz": [[-13.0303, -11.6799, 4.4191], [-16.2216, -13.0155, 6.5418], [-14.5552, -14.6379, 6.9446], [-12.9840, -14.2622, 6.9148], [-16.7553, -12.4095, 5.1173], [-21.1869, -12.5808, 9.4272], [-17.2706, -13.9956, 6.5710], [-14.2391, -13.6030, 2.2058], [-12.2207, -19.4456, 3.9737], [-13.4261, -17.9730, 10.2675], [-20.5291, -12.0038, 3.6860], [-14.7259, -14.4648, 8.3735], [-12.2984, -11.3948, 7.5237], [-18.2095, -8.8303, 6.4524], [-10.5887, -16.0819, 7.5943], [-16.1729, -11.8129, 7.2538], [-14.5100, -15.9865, 6.4661], [-20.1017, -16.4486, 6.4802], [-14.9184, -9.0380, 10.2648], [-10.9159, -17.8479, 4.7924], [-19.6112, -9.7491, 4.8313], [-12.3695, -18.5738, 5.9488], [-19.0733, -13.5890, 4.1010], [-19.6648, -14.0029, 8.7516], [-14.9565, -13.4572, 5.8660], [-8.4836, -15.3409, 8.1132], [-15.7514, -15.1044, 1.4573], [-19.1222, -10.7280, 6.5646], [-9.5083, -14.3257, 6.7052], [-21.2963, -13.3291, 7.4841], [-12.7687, -16.0833, 9.2142], [-18.5440, -17.3708, 7.6658], [-14.2983, -16.0267, 10.7395], [-13.3218, -7.7710, 9.3753], [-15.7130, -14.7271, 3.4241], [-14.4066, -8.9046, 8.0610], [-20.4251, -18.5009, 7.3855], [-11.8654, -12.7611, 9.1744], [-10.1985, -11.9055, 8.2559], [-20.2478, -13.8469, 2.3546], [-19.6952, -17.4587, 7.1459], [-14.2594, -8.6014, 9.3033], [-20.7700, -13.3265, 8.5535], [-13.5593, -16.7545, 10.0269], [-15.1290, -14.3877, 2.3325], [-11.8156, -18.7413, 4.8438], [-11.5113, -11.9842, 8.1909], [-9.6130, -15.3467, 7.4618], [-18.8302, -9.7021, 5.9138], [-20.0199, -13.0909, 3.4300], [-19.3137, -14.6111, 8.0257], [-9.6538, -12.5724, 8.7837], [-12.8439, -12.7455, 9.4241], [-18.4735, -14.2072, 3.5737], [-19.9341, -19.3133, 7.7304], [-19.1603, -13.8876, 9.6189], [-11.1461, -13.1929, 9.7368], [-18.8755, -10.6916, 7.5433], [-10.8672, -17.2018, 5.5672], [-20.6828, -13.5935, 1.4790], [-16.3933, -15.4707, 3.3575], [-8.5512, -14.0066, 6.6560], [-7.8869, -14.5261, 8.1083], [-10.2652, -14.1560, 6.0584], [-19.7355, -8.9656, 4.2062], [-20.0926, -14.8449, 2.3476], [-12.9998, -7.4954, 10.2920], [-15.0341, -16.2457, 11.3958], [-20.9785, -13.8631, 6.6879], [-12.7734, -15.0900, 9.0311], [-15.6670, -14.9287, 0.4663], [-18.6798, -12.9317, 4.7592], [-16.6199, -15.5577, 1.7028], [-22.1454, -12.7827, 7.5043], [-9.7928, -11.3844, 7.4917], [-10.5899, -17.6174, 3.8647], [-15.3581, -14.2495, 4.2402], [-15.1436, -9.5864, 7.9504], [-12.9553, -7.1624, 8.6575], [-12.3372, -17.6963, 6.4477], [-14.2616, -15.0725, 10.4105], [-19.6254, -11.4761, 6.1094], [-18.1502, -17.9894, 8.3604], [-12.1052, -16.6201, 8.6742], [-17.9279, -16.6329, 7.3559], [-20.0180, -10.6553, 4.6488], [-13.2134, -19.1135, 6.0777], [-8.4683, -16.1233, 8.7517], [-21.3600, -18.3971, 7.0175], [-13.5896, -9.0483, 7.4848]]
}



Entry 3:
{
  "formula": "C4H7NO2",
  "method": "wB97M-V/def2-TZVPD",
  "e_lumo_ev": -0.2,
  "gap_ev": 8.29,
  "spin_multiplicity": 1,
  "symbols": ["O", "O", "N", "C", "C", "C", "C", "H", "H", "H", "H", "H", "H", "H"],
  "xyz": [[-2.3838, 0.0764, -0.8702], [2.1991, -0.6230, -0.3948], [-0.3484, 0.2715, 1.2489], [1.3492, 0.5063, -0.5843], [-1.2044, 0.3367, -1.0995], [-0.0924, 0.2811, -0.1753], [-0.9108, -0.9497, 1.1429], [-0.9302, 1.0180, 1.6258], [1.7755, 1.3667, -0.0340], [2.2742, -0.7606, 0.5592], [-0.9132, 0.6921, -2.1131], [1.4032, 0.7498, -1.6537], [-0.2988, -1.8141, 0.9061], [-1.9385, -1.1471, 1.4604]]
}